[1]
This record from the Open Molecules 2025 dataset describes a molecular structure, C25H21ClN7O2SZn at a distorted geometry. The level of theory is ωB97M-V/def2-TZVPD.

Calculated values
ΔE to the lowest compared entry with this formula, charge and spin (kJ/mol): 8.6
Kohn-Sham gap (eV): 6.81
F_max (Eh/bohr): 0.021
E_LUMO (eV): -3.083

Structure (ORCA input):
```
! RIJCOSX wB97M-V def2-TZVPD def2/J DEFGRID3
* xyz 1 1
Zn 0.38340 0.45470 -0.09660
Cl 2.55750 -4.43560 -4.57390
C 2.45400 -3.21960 -3.34530
C 3.37350 -2.16020 -3.32870
C 3.25800 -1.16970 -2.39420
C 2.19580 -1.13410 -1.44750
O 2.09980 -0.14090 -0.64410
C 1.31210 -2.26800 -1.43770
C 0.30110 -2.41850 -0.45680
N -0.14680 -1.43670 0.26080
C -0.99940 -1.59250 1.33440
C -1.87360 -2.63930 1.54720
C -2.59800 -2.73050 2.74180
C -2.46650 -1.78460 3.72390
C -1.63610 -0.66210 3.51980
C -1.46410 0.36820 4.46700
C -0.61250 1.40300 4.18010
C 0.02170 1.44100 2.93150
N -0.12590 0.50630 2.02480
C -0.91250 -0.55250 2.30460
C 1.47820 -3.29390 -2.39000
H 4.17150 -2.13560 -4.05490
H 3.97110 -0.36020 -2.37130
H -0.06830 -3.43320 -0.28050
H -1.99640 -3.40620 0.79670
H -3.23880 -3.58520 2.90110
H -2.97850 -1.89120 4.66890
H -2.00720 0.33090 5.40050
H -0.43240 2.19240 4.89190
H 0.66990 2.26720 2.67270
H 0.79860 -4.13290 -2.37930
S -1.72060 2.11110 -0.28060
C -0.36000 3.03890 -0.32130
N -0.39200 4.31670 -0.82180
C 0.72530 5.05000 -0.96190
C 1.91510 4.55000 -0.51510
C 1.90270 3.25410 0.04320
N 0.81480 2.54830 0.13830
H -1.29100 4.65240 -1.15150
H 0.62870 6.02470 -1.41910
H 2.82620 5.11140 -0.60310
H 2.80590 2.78630 0.41290
C 1.68350 1.53320 -4.82180
N 0.70360 0.64750 -4.23600
C 0.08320 -0.30510 -4.95210
C -0.85880 -1.10130 -4.38690
C -1.13020 -0.92130 -3.00060
N -0.48220 -0.00240 -2.29760
C 0.39620 0.82490 -2.89090
O 0.92200 1.74210 -2.27470
N -2.02350 -1.69480 -2.37440
H 2.20520 1.02230 -5.62710
H 2.38720 1.82720 -4.04320
H 1.19230 2.43150 -5.20320
H 0.37080 -0.39240 -5.98990
H -1.37840 -1.84430 -4.96430
H -2.62270 -2.31090 -2.89750
H -2.25240 -1.48950 -1.41640
*
```

Here are the Löwdin charges for atoms 1 to 6, given in e: atom 1 (Zn): 0.59, atom 2 (Cl): 0.67, atom 3 (C): -0.68, atom 4 (C): -0.09, atom 5 (C): 0.00, atom 6 (C): -0.36



[2]
This record from the Open Molecules 2025 dataset describes a molecular structure, C40H32BrCl2N4O8SeSiTi at a distorted geometry. The level of theory is ωB97M-V/def2-TZVPD.

Calculated values
ΔE to the lowest compared entry with this formula, charge and spin (kJ/mol): 0.0
Kohn-Sham gap (alpha / beta) (eV): 5.93 / 5.95
F_max (Eh/bohr): 0.027
E_LUMO (alpha / beta) (eV): 3.804 / 3.825

Structure (ORCA input):
```
! RIJCOSX wB97M-V def2-TZVPD def2/J DEFGRID3
* xyz -2 2
Ti 0.24104 0.80497 0.20996
O 0.10433 2.59881 1.04945
C -0.78298 3.45727 0.99938
C -2.10939 3.21595 0.48907
C -3.12601 4.10593 0.80755
C -4.40825 3.85602 0.37291
C -4.69643 2.73674 -0.42164
C -3.69700 1.87232 -0.76972
C -2.36773 2.07329 -0.31850
O -1.43279 1.25860 -0.66267
N -5.47515 4.76498 0.73795
O -5.20573 5.73203 1.43416
O -6.60485 4.52291 0.33783
H -0.57282 4.44404 1.42454
H -2.92005 4.98648 1.40086
H -5.71199 2.58082 -0.75503
H -3.88454 1.01422 -1.40062
Br 3.09865 3.43848 0.03414
C 2.74034 2.42518 -1.51954
C 3.56706 2.59244 -2.61975
C 3.29190 1.84583 -3.74953
C 2.24031 0.94396 -3.72755
C 1.50413 0.82219 -2.56558
N 1.72790 1.58350 -1.48428
C 0.47343 -0.29242 -2.40870
O -0.09542 -0.70489 -3.40171
O 0.36903 -0.71349 -1.19366
H 4.38212 3.29851 -2.57812
H 3.90482 1.95903 -4.63516
H 1.98052 0.32068 -4.57090
Cl 2.08595 -3.86099 2.71599
C 1.04186 -4.51854 1.50398
C 0.14976 -5.51445 1.85830
C -0.74794 -5.99463 0.92037
C -0.73884 -5.49196 -0.36938
C 0.18731 -4.52399 -0.72185
Cl 0.22744 -3.96398 -2.35717
C 1.10034 -4.00461 0.20225
N 2.02190 -3.01599 -0.14433
C 3.39562 -3.22780 -0.09561
C 3.91390 -4.52150 -0.03619
C 5.28246 -4.73075 0.02634
C 6.15751 -3.65544 0.01401
C 5.63901 -2.36843 -0.06234
C 4.27625 -2.13131 -0.11638
C 3.71726 -0.74110 -0.15242
C 3.05912 -0.32590 1.17834
O 3.62717 -0.55004 2.23012
O 1.91363 0.25964 1.05346
H 0.13813 -5.86819 2.87900
H -1.47193 -6.74762 1.20338
H -1.43651 -5.84573 -1.11571
H 1.64594 -2.17746 -0.57450
H 3.23492 -5.36559 -0.03565
H 5.66141 -5.74452 0.08140
H 7.22743 -3.81216 0.06952
H 6.30661 -1.51391 -0.05863
H 3.00689 -0.61427 -0.96957
H 4.52757 -0.02691 -0.32500
C -2.62565 0.70205 2.82062
Si -0.96031 -0.15593 2.36896
C 0.13453 0.34459 3.85002
C -1.44540 -1.97230 2.76147
C -2.48166 -2.59086 2.05070
C -2.97565 -3.83773 2.40635
C -2.43390 -4.51656 3.49139
C -1.38405 -3.94196 4.19277
C -0.89884 -2.69092 3.82724
H -3.02316 0.27199 3.74603
H -3.39152 0.60406 2.04639
H -2.47009 1.77190 2.98970
H -0.33677 0.11344 4.81242
H 0.30226 1.42522 3.80566
H 1.12100 -0.12335 3.80777
H -2.91996 -2.07547 1.20068
H -3.78558 -4.28172 1.83754
H -2.81654 -5.49105 3.77530
H -0.93658 -4.46907 5.02930
H -0.08398 -2.25842 4.39655
Se 0.14227 4.72084 -1.79495
C -0.98397 5.29646 -3.18780
C -0.78330 4.90960 -4.52176
C -1.62030 5.37723 -5.51707
N -2.65541 6.19961 -5.31954
C -2.85762 6.55754 -4.04805
C -2.07947 6.14874 -2.98094
H 0.03035 4.23859 -4.76677
H -1.45023 5.06986 -6.54631
H -3.70200 7.21951 -3.87106
H -2.31307 6.48790 -1.97944
*
```

Here are the Löwdin charges for atoms 1 to 6, given in e: atom 1 (Ti): 0.89, atom 2 (O): -0.16, atom 3 (C): -0.23, atom 4 (C): -0.16, atom 5 (C): 0.06, atom 6 (C): -0.16



> The highest ΔE to the lowest compared entry with this formula, charge and spin belongs to which entry?

C25H21ClN7O2SZn



> Which of these has the lowest F_max?

C25H21ClN7O2SZn